(1)
62
Properties=species:S:1:pos:R:3:forces:R:3:mulliken_charge:R:1 method="wB97M-V/def2-TZVPD" charge=+1 orbital_gap_ha="0.2024 / 0.1934" lumo_ev="-4.7 / -5.1" relative_energy_kcal_mol=0.0 largest_force_ha_per_bohr=0.08480 e_tot_ev=-68688.602 spin_multiplicity=4 homo_ev="-10.203 / -10.355"
O -1.4813 0.6943 -3.2829 -1.44 0.97 3.07 -0.46
H -2.1528 0.9718 -3.9274 0.29 -0.10 0.21 0.34
Cr -0.5589 0.3316 -0.5394 3.44 0.57 2.12 -1.00
N -0.4296 1.9976 0.5314 1.37 2.01 -0.96 1.40
N 0.8333 1.2866 -1.5868 0.58 2.41 0.36 1.37
N -1.8960 -0.6558 0.5855 -1.99 -2.26 0.38 0.65
N -0.6863 -1.4091 -1.4703 -1.57 -2.45 -0.84 0.84
O -1.0865 2.1911 1.6443 -0.40 -0.50 -0.37 -0.99
O -2.4351 -0.1854 1.7639 0.30 -0.20 -1.24 -0.58
O 0.0650 -1.7391 -2.5789 -0.69 0.40 0.93 -0.54
O 1.4823 0.7548 -2.5685 -0.72 -0.26 0.38 -0.93
C 0.9632 2.6164 -1.2568 0.02 -2.92 -1.76 0.04
C 0.2766 3.0081 -0.0758 -2.54 -1.88 2.00 0.38
C -2.4294 -1.7654 0.0362 0.44 3.09 2.53 0.48
C -1.7217 -2.2017 -1.1348 2.98 1.30 -2.31 0.18
C 0.1346 4.3986 0.4302 0.39 0.30 0.15 -1.66
H 0.3125 4.4465 1.5116 -0.12 -0.08 -0.23 0.32
H -0.8799 4.7872 0.2446 0.22 -0.25 0.10 0.29
H 0.8439 5.0626 -0.0689 -0.10 -0.07 0.11 0.49
C 1.6831 3.5382 -2.1703 0.26 0.14 -0.01 -1.79
H 1.7407 3.0992 -3.1725 0.02 0.02 0.28 0.40
H 2.7036 3.7173 -1.8095 -0.09 0.04 -0.18 0.31
H 1.1652 4.5032 -2.2242 0.15 -0.19 0.03 0.48
C -3.6587 -2.4057 0.5618 -0.23 -0.18 0.16 -1.56
C -2.1310 -3.3574 -1.9647 0.03 -0.26 -0.17 -1.59
H -4.1891 -1.7391 1.2519 0.30 -0.16 -0.16 0.44
H -3.4087 -3.3312 1.0941 -0.08 0.09 -0.06 0.34
H -4.3351 -2.6656 -0.2612 0.20 -0.02 0.13 0.38
H -1.5436 -3.3760 -2.8887 -0.17 -0.05 0.29 0.45
H -3.1966 -3.2849 -2.2168 0.20 -0.02 0.09 0.36
H -1.9813 -4.2961 -1.4181 -0.04 0.09 -0.11 0.34
H -2.0273 0.7433 1.8477 0.25 0.08 0.08 0.41
H 0.5754 -0.8962 -2.7929 0.00 -0.09 0.22 0.39
C -2.0580 1.1906 -1.8955 -1.09 0.25 -4.21 -0.48
H -1.5161 2.0816 -1.5299 0.09 -0.66 0.00 0.06
H -2.3894 0.3561 -1.2248 0.40 0.48 -0.54 0.23
H -3.0603 1.6214 -2.1135 0.48 -0.16 0.36 0.83
O -4.8564 2.8090 -1.1726 0.29 -0.52 0.67 -0.65
H -5.5663 2.1490 -1.1454 0.11 0.34 0.00 0.32
H -4.4898 2.8043 -0.2650 -0.37 0.15 -0.61 0.33
C 1.5147 0.1093 2.1299 0.66 0.09 1.01 -0.71
N 1.3144 -0.6431 0.8655 -1.09 0.32 -0.68 1.36
C 0.9923 -2.0502 1.2206 0.52 -0.80 0.55 -0.84
N 2.0668 -2.6900 2.0257 -0.30 0.85 -0.23 0.08
C 2.2525 -1.8827 3.2614 -0.05 0.04 -0.30 -0.65
N 2.5974 -0.4795 2.9595 -0.25 -0.19 -0.88 0.06
C 3.8482 -0.4791 2.1587 -0.28 -0.07 0.02 -0.68
N 3.7037 -1.2476 0.9060 -0.96 0.02 0.13 0.06
C 2.5955 -0.6447 0.1188 1.31 -0.26 0.01 -0.76
C 3.3245 -2.6381 1.2503 -0.09 0.32 -0.03 -0.63
H 0.5949 0.0971 2.7326 0.14 0.06 -0.37 0.17
H 1.7979 1.1493 1.9062 -0.25 -0.35 -0.07 0.17
H 0.8641 -2.6400 0.3021 0.04 0.24 0.17 0.19
H 0.0633 -2.0782 1.8102 0.25 0.11 -0.18 0.16
H 3.0686 -2.3266 3.8484 -0.29 0.10 -0.11 0.35
H 1.3175 -1.9045 3.8403 0.29 -0.03 -0.10 0.33
H 4.1073 0.5602 1.9084 -0.01 -0.30 0.12 0.33
H 4.6462 -0.9310 2.7638 -0.17 0.19 -0.18 0.34
H 2.4973 -1.2254 -0.8106 -0.16 0.30 0.24 0.18
H 2.8974 0.3865 -0.1153 -0.34 -0.29 -0.03 0.21
H 4.1304 -3.0830 1.8496 -0.23 0.06 -0.19 0.35
H 3.1912 -3.2105 0.3208 0.10 0.12 0.26 0.32

---

(2)
80
Properties=species:S:1:pos:R:3:forces:R:3:mulliken_charge:R:1 method="wB97M-V/def2-TZVPD" charge=-1 orbital_gap_ha="0.0604 / 0.2891" lumo_ev="1.6 / 1.5" relative_energy_kcal_mol=72.3 largest_force_ha_per_bohr=0.19749 e_tot_ev=-61299.399 spin_multiplicity=2 homo_ev="-0.075 / -6.328"
C -4.2701 2.5523 -2.9882 -0.39 -2.09 4.17 0.29
O -5.2455 2.1809 -2.3023 0.27 0.61 -1.46 -0.67
N -4.2366 3.1863 -4.1005 -1.08 2.84 -5.87 -0.55
N -3.0402 2.3391 -2.4999 1.01 -1.14 1.79 0.02
H -4.9921 3.2878 -4.7631 -0.63 -0.30 0.94 0.26
H -3.4063 3.3735 -4.6443 0.64 -0.27 0.81 0.42
H -2.1296 2.5772 -2.8663 -0.36 0.23 -0.27 -0.08
H -3.0969 1.8818 -1.6011 0.43 0.16 -0.14 0.05
C 2.1064 -1.1568 4.0018 1.28 -1.06 0.64 0.45
O 2.2394 -2.3150 3.5503 -0.56 1.73 1.22 -0.73
N 2.2690 -0.7779 5.2888 0.42 -2.40 2.61 -0.44
N 1.8951 -0.0488 3.3530 -0.83 1.64 -3.26 -0.22
H 2.3072 0.1791 5.6093 0.05 -0.51 -0.12 0.17
H 2.6169 -1.5393 5.8540 0.03 0.54 0.49 0.26
H 2.0887 0.8533 3.7640 -0.18 -0.30 -0.45 0.23
H 1.6900 -0.1847 2.3735 -0.03 0.60 -0.42 0.24
C -0.2761 4.2655 -1.4726 0.58 -0.34 3.36 -2.76
O -1.0637 3.9958 -0.5815 -2.31 -2.47 1.24 0.09
N -0.1088 5.5070 -1.6827 -0.63 6.73 -2.00 0.26
N 0.7914 3.6054 -1.7612 2.50 -4.23 -1.21 1.02
H 0.4434 5.8616 -2.4505 -0.30 0.25 0.12 0.56
H -0.7908 6.0514 -1.1743 0.10 0.52 -0.73 0.29
H 1.5434 4.0191 -2.2936 -0.13 -0.39 0.02 0.43
H 0.8743 2.6981 -1.3253 0.36 -0.23 -0.43 -0.30
C 2.8783 -2.9440 -2.0036 -0.53 0.06 0.71 0.58
O 2.7700 -3.9023 -1.2654 1.01 -0.83 1.85 -0.80
N 3.0821 -1.6413 -1.7840 0.93 -0.42 1.72 -0.16
N 2.5632 -3.0703 -3.2703 -0.04 -1.18 -3.31 -0.57
H 3.0369 -1.1933 -2.6881 0.57 1.84 0.99 0.48
H 3.5681 -1.3546 -0.9464 -0.25 0.39 -0.48 0.16
H 2.2698 -2.1985 -3.6875 -0.02 -0.55 -1.34 0.39
H 2.3843 -3.9997 -3.6229 -0.26 0.49 -0.11 0.21
C -2.4115 -1.6253 4.2944 3.43 0.83 -4.10 0.57
O -1.8915 -1.6188 3.1611 -0.70 0.01 0.68 -0.56
N -1.9395 -0.9514 5.2940 2.37 2.85 2.49 -0.41
N -3.3856 -2.3317 4.6942 -4.57 -3.63 -0.20 -0.44
H -2.3915 -1.1707 6.1702 1.12 0.70 0.24 0.15
H -0.9529 -0.7732 5.1722 -0.07 0.41 0.80 0.23
H -3.6908 -2.9832 3.9854 -0.67 -0.26 0.66 0.27
H -3.4928 -2.4258 5.6941 -0.66 -0.76 -0.71 0.16
C -1.2434 -3.0362 -2.6659 7.61 -1.49 1.68 0.39
O -2.2191 -2.4990 -2.8651 -9.21 3.89 -1.78 -0.60
N -1.1001 -4.2400 -2.1643 -1.19 -2.94 -0.18 -0.32
N -0.0872 -2.3531 -2.7350 1.31 1.05 -0.57 -0.16
H -2.0248 -4.5941 -1.9653 0.63 -0.94 0.20 0.19
H -0.2412 -4.7707 -2.1393 -0.51 0.23 0.56 0.19
H 0.8148 -2.8073 -2.7237 -0.65 0.62 0.22 0.25
H -0.2596 -1.3637 -2.8427 0.78 -0.11 -0.18 0.01
C 0.3180 -0.0082 0.1970 1.52 2.47 -4.85 0.53
O 0.9066 0.3442 -0.8267 -0.10 1.01 -0.69 -0.78
N -0.7662 0.4522 0.6834 -4.89 4.45 0.12 -0.22
N 0.7076 -0.9299 0.9312 3.46 -6.31 4.12 0.25
H -1.1145 1.2246 0.1337 -0.58 0.35 0.61 0.13
H -0.9816 0.3547 1.6654 -0.42 0.05 -0.33 0.05
H 1.3698 -1.5883 0.5464 -0.29 -0.28 0.33 -0.26
H -0.0625 -1.2336 1.5099 0.70 -1.38 0.32 -0.02
C 0.0226 4.6448 3.3661 0.42 2.02 2.46 0.31
O 0.0732 5.3611 4.3446 -0.05 1.05 1.88 -0.73
N 0.0193 5.0977 2.1835 0.10 4.05 -5.97 -0.16
N 0.0390 3.3708 3.4239 0.02 -6.12 0.96 -0.16
H 0.1113 6.0985 2.0830 -0.13 -0.16 0.28 0.17
H -0.0241 4.6551 1.2767 -0.30 -0.76 0.25 0.14
H 0.0084 2.8223 2.5763 -0.08 -0.13 0.38 0.18
H 0.0476 2.9447 4.3395 -0.14 -0.04 -0.42 0.17
C 0.3679 -4.3141 1.3576 -0.77 -0.66 -5.46 0.69
O -0.2984 -4.6509 0.3703 -0.59 -0.18 0.77 -0.66
N 1.5290 -3.7611 1.2279 4.27 1.63 0.12 -0.28
N 0.0395 -4.4403 2.5855 -2.40 -1.12 5.10 -0.41
H 2.0423 -3.5917 2.0811 0.12 0.37 -0.46 0.15
H 2.0401 -3.6546 0.3633 -0.17 -0.69 -0.44 0.23
H 0.7249 -4.1566 3.2710 -0.73 0.20 0.24 0.23
H -0.9523 -4.4552 2.7757 0.37 -0.11 0.32 0.21
C 1.5208 0.4942 -4.4042 -1.30 2.40 -1.37 -0.86
O 2.3128 -0.2748 -3.9575 2.65 -2.55 1.25 -0.32
N 0.6868 1.2323 -3.7185 -1.02 -0.19 3.15 1.07
N 1.4929 0.8579 -5.6700 0.57 -0.36 -3.19 -0.67
H -0.1079 1.7209 -4.1056 0.11 0.29 0.03 -0.24
H 0.7899 1.0546 -2.7296 -0.87 0.14 0.36 0.03
H 2.2629 0.5397 -6.2409 -0.65 -0.05 -0.31 0.26
H 0.6294 1.2448 -6.0232 0.48 0.20 -0.45 0.44

---

(3)
13
Properties=species:S:1:pos:R:3:forces:R:3:mulliken_charge:R:1 method="wB97M-V/def2-TZVPD" charge=0 orbital_gap_ha=0.3989 lumo_ev=1.0 relative_energy_kcal_mol=7.1 largest_force_ha_per_bohr=0.00913 smiles="CCCC=O" e_tot_ev=-6324.862 homo_ev=-9.826
C 1.3640 1.1177 0.3793 0.06 0.01 0.02 -1.20
C -0.0707 0.6639 0.1240 -0.07 0.03 0.01 -0.28
C -0.1622 -0.8264 -0.2076 0.04 0.01 -0.01 -0.51
C -1.5783 -1.2993 -0.4437 -0.21 0.12 0.24 -0.05
O -2.5338 -0.8590 0.1500 0.32 -0.16 -0.30 -0.47
H 2.0019 0.9318 -0.4931 -0.10 0.02 0.12 0.32
H 1.8049 0.5876 1.2319 -0.08 0.06 -0.12 0.32
H 1.4041 2.1899 0.5979 -0.01 -0.16 -0.03 0.34
H -0.6998 0.8705 0.9959 0.09 -0.03 -0.13 0.28
H -0.5000 1.2407 -0.7050 0.06 -0.08 0.11 0.31
H 0.4601 -1.0886 -1.0723 -0.10 0.06 0.09 0.33
H 0.2217 -1.4195 0.6371 -0.03 0.04 -0.12 0.28
H -1.7120 -2.1093 -1.1944 0.01 0.08 0.12 0.33